# 1
Below is a structure of composition C33H28BCl2N4O8S2W, with properties calculated with ωB97M-V with the def2-TZVPD basis set.

## Properties
E_tot in eV: -106239.44950
HOMO (spin up / spin down) in eV: -5.107 / -6.271
LUMO level (spin up / spin down) in hartree: 0.075 / 0.067
<S²>: 2.01
Energy relative to the best compared isomer or geometry (same formula, charge and spin) in eV: 0.949
2S+1: 3
Total charge: -1
Gap between HOMO and LUMO (spin up / spin down) in eV: 7.161 / 8.097

Last column: Löwdin spin population.
Atoms and positions in Å:
1 W 0.53782 -0.36270 0.20688  1.623
2 Cl -3.97167 2.16769 -4.70201  0.000
3 Cl -1.73335 0.38756 -3.96950  0.000
4 S 0.04375 -3.84853 -2.86108  0.010
5 S 1.83062 1.36775 -2.18176  0.012
6 O 0.54900 -2.21951 1.34519  0.001
7 O 0.97670 0.30738 -2.65716  0.029
8 O -0.06167 -3.18508 3.29000  0.008
9 O 3.16336 1.39887 -2.70848  0.005
10 O -2.80404 2.08313 -0.27417  0.012
11 O 0.32348 2.48041 0.98713  0.033
12 O -3.80217 0.32452 4.56211  0.008
13 O -1.09187 0.68698 -0.69797  0.032
14 N 1.70373 0.06241 1.97935  0.016
15 N -1.18602 -0.39916 1.55231  0.011
16 N -0.31159 -1.94782 -1.16595  0.013
17 N 1.72305 1.38898 -0.49656  0.015
18 C -5.88719 -2.99955 -0.01572  0.000
19 C -1.58746 -2.37355 -1.52600  0.004
20 C -3.25210 1.10214 -3.45840  0.000
21 C -1.14106 -1.19540 2.60785  0.015
22 C 0.93025 3.65012 -3.58484  0.000
23 C 1.05417 2.92836 -2.41331  0.001
24 C -5.34726 -1.92840 -0.97399  0.000
25 C 2.03044 -2.38601 -1.51985  0.007
26 C -2.97772 0.85912 2.42942  -0.003
27 C 0.20367 4.83159 -3.51440  0.000
28 C -3.95997 -3.42579 -2.47915  -0.001
29 C 4.64955 -1.72736 -1.03698  0.002
30 C 3.63721 -1.06962 -0.35373  0.012
31 C -0.36920 5.25731 -2.31544  0.000
32 C -0.11811 -2.31226 2.44822  0.004
33 C -2.77093 -3.93436 -2.95335  0.001
34 C -0.21075 4.52444 -1.14762  0.000
35 C -1.99818 1.23536 0.05649  0.010
36 C -2.01296 -1.00421 3.65958  -0.005
37 C 0.52807 3.35576 -1.22115  0.000
38 C -2.92120 0.05090 3.57115  0.015
39 C -2.80251 -1.88909 -1.04074  -0.001
40 C -6.34748 -1.73092 -2.12152  0.000
41 C 2.38634 0.53466 2.78471  0.034
42 C -3.99709 -2.40309 -1.51406  0.001
43 C 2.29826 -1.39250 -0.56910  0.006
44 C 3.03838 -3.05065 -2.21627  0.001
45 C -5.22934 -0.60796 -0.21029  0.000
46 C -2.06996 0.58521 1.43431  0.020
47 C 4.35638 -2.71799 -1.97001  0.008
48 C -1.58229 -3.40220 -2.46817  0.000
49 C 0.84863 2.40711 -0.10767  0.010
50 C 0.62363 -2.63700 -1.77331  0.021
51 B 3.31428 1.16027 3.90742  0.006
52 H 3.89039 2.09337 3.39076  0.001
53 H -4.88686 -3.84354 -2.84849  0.000
54 H 0.07482 5.42956 -4.40759  0.000
55 H -6.86901 -2.70958 0.36689  0.000
56 H -0.64979 4.83383 -0.20943  0.000
57 H -3.07523 1.69917 -2.56832  0.000
58 H -6.22407 -0.26384 0.07922  0.000
59 H 3.88882 -0.29441 0.35922  0.000
60 H -5.93647 -1.08641 -2.90106  0.000
61 H -5.21275 -3.13208 0.83223  0.000
62 H -2.76503 -4.73044 -3.68630  0.000
63 H -0.94381 6.17421 -2.29678  0.000
64 H -5.98748 -3.96311 -0.51894  0.000
65 H -3.64619 -0.26925 5.30481  0.000
66 H -6.63699 -2.67455 -2.58467  0.000
67 H 5.68192 -1.45388 -0.85503  0.000
68 H 4.08449 0.29354 4.25705  0.001
69 H 2.80341 -3.80947 -2.95495  0.000
70 H -3.69804 1.65646 2.32619  0.000
71 H -7.25671 -1.26217 -1.74051  0.000
72 H -4.76141 0.17757 -0.80562  0.000
73 H -1.95700 -1.67109 4.51069  -0.001
74 H 5.15346 -3.20946 -2.51271  0.000
75 H 1.36210 3.30426 -4.51369  0.000
76 H -4.64895 -0.72108 0.70675  0.000
77 H -2.79677 -1.11300 -0.29806  0.000
78 H -3.96821 0.30972 -3.26983  0.000
79 H 2.58746 1.52241 4.80660  0.003



# 2
Below is a structure of composition C33H28Cl3N4O10S2V, with properties calculated with ωB97M-V with the def2-TZVPD basis set.

## Properties
E_tot in eV: -146022.00964
HOMO (spin up / spin down) in eV: -13.269 / -13.269
LUMO level (spin up / spin down) in hartree: -0.345 / -0.345
Energy relative to the best compared isomer or geometry (same formula, charge and spin) in eV: 1.817
2S+1: 1
Total charge: +2
Gap between HOMO and LUMO (spin up / spin down) in eV: 3.877 / 3.877

Last column: Mulliken charge in e.
Atoms and positions in Å:
1 V -0.56992 -3.00535 -1.12857  0.336
2 Cl -2.59349 5.42819 0.25110  -0.151
3 Cl -3.90607 2.66055 3.02263  -0.158
4 Cl 1.41435 3.14270 3.09229  -0.186
5 S -0.91154 4.81370 -2.11386  -0.180
6 S 3.53354 -0.29955 -2.43623  1.042
7 O 2.61049 -1.39300 -2.21686  -0.572
8 O 3.15173 -4.05710 -0.54429  -0.421
9 O 0.66284 -6.69832 3.53316  -0.455
10 O -0.76663 -1.91885 -2.55503  -0.651
11 O -3.38470 -5.15545 0.26128  -0.398
12 O -1.79873 -4.22524 -1.10952  -0.454
13 O -4.54515 2.69550 -0.03251  -0.378
14 O 0.26721 -1.09426 -0.85049  0.356
15 O 4.63472 -0.43468 -3.32865  -0.721
16 O 1.09389 -3.51656 -1.37254  -0.455
17 N -1.78501 -2.07219 0.20197  1.446
18 N 2.65455 0.97385 -2.98560  -0.128
19 N -0.10287 -4.12957 0.53809  0.193
20 N -3.33006 -0.64515 0.77026  0.270
21 C -0.02130 -0.90807 -2.03825  1.285
22 C 5.21319 1.04279 -0.78324  -0.840
23 C -2.68720 3.23478 -3.04183  -0.499
24 C -2.36196 4.60959 -1.22880  0.853
25 C 0.47528 -5.88150 2.51924  0.705
26 C -3.59229 1.67162 0.04509  -0.485
27 C 5.17864 2.01929 2.87998  -1.604
28 C 1.52120 -5.25484 1.81220  -0.652
29 C 0.23789 0.25600 -2.90634  -0.695
30 C -1.54292 -1.68238 1.50489  -0.689
31 C 4.06548 0.26162 -0.86084  0.153
32 C 1.16324 -4.40311 0.79677  -0.024
33 C -3.23723 3.75431 -1.83291  0.005
34 C -1.08683 -4.87792 1.03875  0.388
35 C 1.99794 -3.95062 -0.38295  0.582
36 C -2.87080 -1.41506 -0.21169  -0.614
37 C -2.28175 -4.79916 0.11920  0.392
38 C 3.29620 0.00945 0.26703  0.094
39 C -1.25225 2.83020 2.86633  -0.642
40 C -4.58674 3.38014 -1.29283  -0.981
41 C -2.40511 2.50317 2.17036  0.638
42 C -4.31397 0.43107 0.60558  -1.675
43 C -0.02561 2.73658 2.22946  -0.141
44 C -2.50994 -0.80431 1.86148  -1.152
45 C 3.66632 0.57185 1.47961  -0.781
46 C 4.79914 1.37500 1.57888  0.720
47 C -2.36150 2.06739 0.84475  0.305
48 C -1.11223 2.01300 0.23451  1.521
49 C -0.86161 -5.75509 2.06002  -0.664
50 C 0.05538 2.33877 0.90551  -1.537
51 C 5.57153 1.58649 0.43577  -0.747
52 C -1.43736 3.70716 -3.30872  -0.556
53 C 1.34327 1.21575 -2.43670  -0.031
54 H -1.63863 -6.39340 2.45904  0.587
55 H -5.20434 4.25736 -1.11266  0.376
56 H -3.23176 2.57903 -3.70924  0.502
57 H -0.72751 0.77925 -2.96898  0.016
58 H 4.64864 1.57001 3.71813  0.360
59 H 0.43322 -0.13495 -3.90741  0.520
60 H -5.09110 0.10133 -0.08089  0.374
61 H -0.83941 3.53525 -4.19042  0.609
62 H -2.68340 -0.27865 2.78500  0.531
63 H -3.32337 -1.49211 -1.18794  0.482
64 H 2.41684 -0.61469 0.18577  0.410
65 H -4.76244 0.63651 1.57185  0.457
66 H 3.06633 0.39161 2.36370  0.423
67 H 1.02042 2.31267 0.41944  0.624
68 H -3.23501 1.40424 -0.95884  0.422
69 H 4.93718 3.08403 2.85881  0.300
70 H -0.70932 -2.04961 2.07620  0.742
71 H -5.09695 2.74765 -2.02673  0.322
72 H 1.59449 -6.81122 3.77295  0.346
73 H 6.46653 2.19217 0.50492  0.460
74 H 2.56237 -5.48878 1.99680  0.505
75 H -1.06618 1.74665 -0.81842  -0.039
76 H 1.04900 2.23417 -2.68457  0.348
77 H 5.81135 1.21291 -1.66853  0.511
78 H 1.42390 1.16932 -1.34792  -0.468
79 H 2.87902 1.25454 -3.92977  0.295
80 H 6.24968 1.93436 3.06109  0.477
81 H -1.31482 3.16716 3.89163  0.540



# 3
Below is a cluster of 4 separate species, C33H28ClFN3O12S in total, with properties calculated with ωB97M-V with the def2-TZVPD basis set.

## Properties
E_tot in eV: -89774.20149
HOMO in eV: -11.445
LUMO level in hartree: -0.163
2S+1: 1
Total charge: +1
Gap between HOMO and LUMO in eV: 7.010

Last column: Mulliken charge in e.
Atoms and positions in Å:
1 Cl 3.79416 3.17623 0.73192  -0.158
2 S 0.40135 -1.82209 2.01754  -0.192
3 F 0.07279 3.60943 -1.13951  -0.319
4 O -6.34896 -7.32151 0.00079  -0.590
5 O 4.64870 -4.79626 -3.70417  -0.587
6 O -2.55071 -4.90145 -2.78408  -0.653
7 O 1.72873 -2.56317 -0.76683  -0.357
8 O -5.66244 -4.79369 0.73864  -0.558
9 O 2.37352 7.03662 5.63794  -0.593
10 O 0.40163 4.74738 2.03560  -0.318
11 O 5.89202 -6.14800 -1.69502  -0.554
12 O 0.48512 7.12010 0.69265  -0.620
13 O -3.29853 -7.39815 -3.57822  -0.551
14 O 3.03283 -3.84996 1.24826  -0.578
15 O 2.38321 9.42234 4.32798  -0.554
16 N -2.34739 -1.27524 -0.91248  -0.325
17 N -1.06441 1.77630 0.05461  0.818
18 N -2.78777 3.47845 0.72580  -0.367
19 C -2.58153 -1.49661 0.37132  -0.190
20 C -1.03193 0.51045 0.78072  0.605
21 C 0.16531 2.37387 -0.43906  0.252
22 C -4.85037 -7.43063 -1.81416  -0.959
23 C -4.07035 4.01611 0.48100  -0.196
24 C 2.75345 -3.42248 -1.04160  0.280
25 C 1.37809 5.82875 3.87720  -0.701
26 C -2.34567 -0.21747 1.33650  -0.780
27 C -5.11172 3.69627 -0.60763  -0.343
28 C 4.25108 -4.57741 -2.57468  0.894
29 C 3.41045 -4.09600 0.11455  1.077
30 C 3.14957 -3.64849 -2.29513  -0.745
31 C 1.91966 7.03776 4.50758  0.943
32 C 2.98002 2.38745 -0.71740  -0.410
33 C 1.90081 8.30413 3.72221  0.359
34 C 4.88965 -5.27163 -1.41997  0.334
35 C -5.48567 -6.77858 -0.66426  0.794
36 C 0.91015 7.12757 1.83564  1.074
37 C 1.65577 0.40913 0.58062  0.136
38 C 0.33043 -0.22497 1.06966  -0.627
39 C 4.49448 -5.04187 -0.16512  -1.015
40 C 1.57423 1.73817 -0.21172  0.249
41 C -4.09041 -4.77526 -1.00641  -0.234
42 C 0.90443 5.86598 2.63030  -0.086
43 C 5.46582 1.46756 -1.27703  -1.134
44 C -3.43888 -5.43595 -2.14050  1.128
45 C -2.39065 2.43958 -0.14961  -0.583
46 C -3.30295 1.97867 -1.29027  0.005
47 C 1.42961 8.34092 2.47369  -0.974
48 C -3.89492 -6.80657 -2.50760  0.366
49 C 3.88478 1.31513 -1.49526  0.039
50 C -5.04774 -5.39644 -0.31476  0.244
51 C -4.72150 2.54615 -1.60874  -0.474
52 H -6.11199 4.24229 -0.68200  0.348
53 H 1.41176 9.25271 1.89195  0.419
54 H -4.39719 4.83661 1.22303  0.330
55 H 3.59377 0.22088 -1.31063  -0.065
56 H 0.08773 -1.59376 3.35324  0.237
57 H 5.90229 2.32070 -1.92248  0.302
58 H 5.94257 0.50638 -1.71227  0.334
59 H 5.98934 -6.13557 -2.66757  0.352
60 H 2.66270 9.13527 5.21953  0.353
61 H -2.92457 1.11314 -1.94610  0.300
62 H -5.18909 -8.42598 -2.06839  0.419
63 H -2.89408 -2.52618 0.75885  0.318
64 H -2.49117 -2.15094 -1.45591  0.237
65 H 1.38164 4.92012 4.46456  0.437
66 H -2.64586 -6.74850 -3.90470  0.345
67 H 2.68261 -3.16454 -3.14267  0.478
68 H -6.31147 -5.44650 1.06910  0.360
69 H 0.12923 5.03380 1.14122  0.256
70 H -3.76266 -3.77451 -0.76199  -0.146
71 H -3.26050 0.46432 1.40177  0.422
72 H 3.69354 1.49158 -2.62252  0.264
73 H 5.80080 1.51191 -0.18864  0.338
74 H -2.08324 -0.56778 2.40509  0.359
75 H 4.95067 -5.53701 0.68175  0.424
76 H 2.68278 -0.07168 0.78303  0.512
77 H 1.63465 -2.57087 0.20849  -0.045
78 H -5.39501 2.17628 -2.44292  0.379
79 H 2.68345 3.22722 -1.44431  0.461



# 4
Below is a structure of composition C33H28F2HfN4O3, with properties calculated with ωB97M-V with the def2-TZVPD basis set.

## Properties
E_tot in eV: -53507.03926
HOMO in eV: -13.144
LUMO level in hartree: -0.232
2S+1: 1
Total charge: +2
Gap between HOMO and LUMO in eV: 6.838

Last column: Mulliken charge in e.
Atoms and positions in Å:
1 Hf 0.55515 -1.50103 -0.25687  1.054
2 F -2.13248 -6.42713 -0.67908  -0.290
3 F 2.20420 -6.16199 -2.28567  -0.319
4 O -0.54860 1.21886 4.27795  -0.442
5 O 0.00788 -1.13901 -2.50343  -0.426
6 O -3.45027 3.55798 -0.59128  -0.416
7 N 2.49907 -2.13550 -0.96911  -0.305
8 N 0.06106 0.57122 -0.50203  -0.376
9 N -1.24100 2.41720 0.11258  0.020
10 N -0.58620 0.93980 1.73039  0.089
11 C -2.77455 5.55612 2.42194  -0.805
12 C 2.55029 -3.43024 -1.40836  0.688
13 C -0.99898 -4.39078 -0.45238  -0.406
14 C 0.22011 0.19357 -2.88143  0.481
15 C 3.75872 -3.89509 -1.91565  -1.013
16 C 0.13073 -0.06223 2.45123  -0.625
17 C 4.79144 -1.75711 -1.47852  -0.939
18 C 1.37479 -1.91615 4.08840  -1.261
19 C 0.79135 2.82865 -3.41671  -0.852
20 C -1.58027 4.97594 2.81408  -1.136
21 C -0.66546 1.41740 5.69340  -0.982
22 C 3.58544 -1.33032 -0.99558  0.079
23 C 0.28271 1.09671 -1.82770  0.232
24 C 1.37513 -2.09583 2.72157  -0.727
25 C 0.04508 -6.30761 -1.49040  -0.697
26 C 1.29488 -4.22155 -1.26004  0.315
27 C -0.32854 -2.09071 -3.55033  -1.070
28 C -4.65227 4.16011 -1.08576  -0.964
29 C 0.40278 0.58384 -4.19299  -0.622
30 C -3.44090 5.11565 1.28296  -0.333
31 C -1.03146 -5.71238 -0.87068  0.193
32 C 0.67719 1.91907 -4.45675  -0.893
33 C 0.14987 -3.63620 -0.64041  0.100
34 C -0.56655 1.31896 0.44798  0.641
35 C 0.74062 -1.17021 1.86904  0.514
36 C 4.86461 -3.06387 -1.94850  -0.363
37 C -1.72132 3.46386 0.95857  -0.190
38 C -2.91498 4.06738 0.54533  0.740
39 C 0.10531 0.11715 3.84041  1.048
40 C 0.73334 -0.81336 4.65082  -0.403
41 C -1.04443 3.93106 2.07221  -0.097
42 C 1.18304 -5.54826 -1.67288  0.438
43 C 0.60134 2.42165 -2.10401  -0.187
44 H -1.50867 2.50685 -0.85806  0.547
45 H 0.31999 1.54545 6.14095  0.397
46 H -4.49096 5.21394 -1.31288  0.416
47 H -3.19465 6.37119 2.99595  0.411
48 H -1.13984 1.53598 2.33693  0.348
49 H 0.01309 -7.33635 -1.82206  0.529
50 H -1.18432 -1.71041 -4.10253  0.493
51 H 1.86014 -2.63456 4.73546  0.420
52 H 0.72941 -0.68842 5.72369  0.447
53 H -1.18581 0.57768 6.15336  0.408
54 H 0.72627 3.13091 -1.29794  0.596
55 H -1.88755 -3.98839 0.01934  0.519
56 H -1.24666 2.32381 5.81944  0.255
57 H 1.85782 -2.97591 2.30944  0.451
58 H -0.57511 -3.01693 -3.04571  0.191
59 H 5.64414 -1.09434 -1.48272  0.464
60 H -0.09251 3.50356 2.36095  0.565
61 H 3.83905 -4.90672 -2.27065  0.676
62 H -5.46046 4.04992 -0.36246  0.386
63 H -4.36293 5.59014 0.98130  0.448
64 H 0.34262 -0.12567 -5.00515  0.532
65 H 0.82080 2.23641 -5.48039  0.453
66 H 0.53262 -2.22757 -4.20082  0.422
67 H 5.79873 -3.44619 -2.34008  0.476
68 H 1.03728 3.86163 -3.62088  0.451
69 H -4.90204 3.62383 -1.99463  0.247
70 H 3.45429 -0.32760 -0.60582  0.520
71 H -1.05260 5.34210 3.68367  0.442



| no. | molecular weight (g mol⁻¹) | maximum force (eV Å⁻¹) |
| --- | --- | --- |
| 1 | 938.30 | 3.150 |
| 2 | 862.04 | 0.754 |
| 3 | 745.11 | 5.966 |
| 4 | 745.10 | 1.005 |